The following is a quantum chemistry calculation of a structure of composition C51H66BBrF6N7P3Rb, from OMol25.

Structure (XYZ):
```
136
Properties=species:S:1:pos:R:3:forces:R:3
Rb 0.4715 0.8401 -0.7177 0.126 -0.256 -0.202
C 2.6607 -2.2535 -3.8764 0.048 0.024 -0.002
C 3.6762 -2.9951 -2.9931 -0.020 0.043 0.119
C 4.8012 -2.0073 -2.6537 -0.105 -0.070 0.030
C 4.2649 -4.1615 -3.7858 -0.047 0.007 0.062
P 2.7019 -3.3456 -1.3956 0.024 -0.158 -0.021
C 1.3804 -4.4974 -2.0395 -0.037 0.359 -0.144
N 0.0919 -3.8940 -2.3062 -0.291 -0.381 -0.096
B -0.4263 -2.5193 -2.1097 0.357 0.489 0.152
N -1.8025 -2.6863 -2.6308 -0.225 -0.324 -0.032
C -2.8600 -1.7009 -2.7272 0.300 -0.038 0.088
P -2.6745 -0.3255 -1.4901 -0.332 -0.022 0.045
C -3.8030 0.9518 -2.3217 0.061 0.011 0.044
C -4.1216 2.0568 -1.3073 -0.033 -0.048 0.007
C -5.0983 0.4726 -2.9811 0.016 0.040 -0.009
C -2.8976 1.5683 -3.3984 0.037 -0.025 0.047
C -3.5927 -1.0600 0.0022 0.049 0.092 -0.023
C -3.2957 -0.1519 1.2036 0.028 -0.016 -0.014
C -5.1028 -1.2349 -0.1409 -0.013 0.008 0.033
C -2.9665 -2.4329 0.2814 0.018 0.001 -0.004
C -2.0464 -3.9765 -3.0574 -0.128 0.125 -0.011
C -3.1727 -4.5726 -3.6072 0.058 0.021 0.031
C -3.1258 -5.9328 -3.9389 0.023 -0.004 0.012
C -1.9739 -6.6736 -3.7292 -0.030 0.014 -0.019
C -0.8305 -6.0775 -3.1811 -0.018 0.044 0.037
C -0.8704 -4.7314 -2.8474 0.169 -0.034 -0.013
C 3.6432 -4.6280 -0.3272 0.024 0.117 -0.060
C 2.7263 -4.8172 0.8919 -0.049 0.041 0.060
C 4.9358 -3.9738 0.1790 -0.090 -0.058 -0.031
C 3.9663 -6.0064 -0.9100 -0.078 0.035 0.046
H 3.1471 -1.9545 -4.8132 0.007 -0.011 0.034
H 2.2919 -1.3550 -3.3790 -0.077 -0.056 -0.034
H 1.7925 -2.8705 -4.1149 0.016 0.042 -0.017
H 5.1694 -1.5284 -3.5674 -0.020 -0.057 0.031
H 5.6459 -2.5012 -2.1723 0.028 -0.016 0.045
H 4.4367 -1.2204 -1.9892 0.044 0.029 -0.061
H 4.6017 -3.7947 -4.7629 0.001 -0.016 0.022
H 3.5416 -4.9573 -3.9677 -0.034 -0.017 -0.015
H 5.1302 -4.5939 -3.2850 0.059 -0.058 0.074
H 1.2638 -5.3103 -1.3190 -0.008 -0.042 0.069
H 1.7320 -4.9575 -2.9689 0.141 -0.147 -0.020
H -3.8322 -2.1844 -2.5871 -0.038 -0.006 0.007
H -2.8664 -1.2549 -3.7260 -0.073 0.066 -0.045
H -4.9312 1.7648 -0.6328 0.051 0.036 0.006
H -4.4298 2.9662 -1.8348 -0.034 -0.036 0.002
H -3.2448 2.3085 -0.7046 -0.017 0.030 -0.024
H -5.8011 0.0492 -2.2660 -0.001 -0.006 -0.023
H -4.9094 -0.2678 -3.7620 -0.007 0.018 0.021
H -5.5879 1.3336 -3.4539 0.008 -0.043 -0.026
H -2.0377 2.0607 -2.9478 0.013 0.025 -0.042
H -3.4456 2.3234 -3.9715 -0.019 0.005 0.040
H -2.5190 0.8275 -4.1053 0.002 -0.002 -0.005
H -3.7083 0.8509 1.0818 0.008 -0.023 0.012
H -2.2193 -0.0483 1.3615 -0.036 0.008 0.030
H -3.7315 -0.5848 2.1141 0.010 -0.007 -0.035
H -5.6200 -0.2735 -0.1264 -0.020 -0.044 -0.033
H -5.4808 -1.8264 0.7030 0.018 0.030 -0.003
H -5.3711 -1.7653 -1.0576 -0.006 -0.011 0.035
H -1.8763 -2.3750 0.3210 -0.020 -0.038 0.005
H -3.2413 -3.1680 -0.4787 0.032 0.008 0.010
H -3.3334 -2.7939 1.2514 -0.056 0.026 -0.089
H -4.0754 -4.0003 -3.7841 0.008 0.006 -0.010
H -4.0014 -6.4081 -4.3675 0.009 0.011 0.004
H -1.9545 -7.7250 -3.9956 0.010 0.016 0.013
H 0.0636 -6.6671 -3.0176 0.014 0.019 -0.003
H 2.3738 -3.8558 1.2701 -0.022 0.025 0.047
H 3.2760 -5.3255 1.6939 0.007 0.000 -0.055
H 1.8506 -5.4259 0.6620 -0.028 0.032 -0.027
H 4.7492 -2.9374 0.4664 0.061 0.036 0.032
H 5.7231 -3.9972 -0.5750 0.002 0.075 -0.060
H 5.3093 -4.5092 1.0607 -0.015 -0.007 -0.043
H 3.1059 -6.4524 -1.4152 0.043 -0.007 0.035
H 4.2596 -6.6794 -0.0935 0.000 -0.017 -0.048
H 4.7949 -5.9692 -1.6139 0.026 0.028 -0.102
C 3.3689 5.3573 0.8070 0.007 -0.072 -0.053
C 3.8600 4.4476 -0.2861 -0.060 0.101 0.135
C 4.6604 4.9086 -1.3236 0.053 -0.050 -0.125
C 5.0605 4.0438 -2.3251 -0.020 0.110 0.076
C 4.6274 2.7305 -2.2355 0.026 -0.101 0.008
Br 5.1245 1.5021 -3.6025 0.028 0.103 -0.033
N 3.8917 2.2532 -1.2643 0.005 -0.013 0.046
C 3.5113 3.1084 -0.3121 -0.033 -0.118 -0.050
H 4.2046 5.7790 1.3705 -0.014 0.018 0.012
H 2.7234 4.8187 1.5014 0.002 0.007 -0.013
H 2.7943 6.1843 0.3856 -0.015 -0.009 0.007
H 4.9517 5.9529 -1.3654 -0.002 -0.018 0.012
H 5.6642 4.3748 -3.1567 -0.016 -0.022 -0.022
H 2.8860 2.6865 0.4666 -0.059 0.073 0.116
N 1.9964 0.6411 3.8374 -0.030 -0.188 0.137
C 3.0883 1.1551 3.1908 -0.015 0.097 -0.086
C 3.1979 0.4286 2.0443 0.098 -0.043 -0.176
N 2.2014 -0.5074 1.9664 -0.102 -0.226 0.094
C 1.4872 -0.3583 3.0547 0.161 0.486 -0.074
C 0.2910 -1.0959 3.4329 -0.163 -0.069 0.077
N -0.4002 -1.9024 2.6721 0.126 -0.078 -0.132
C -1.4304 -2.3616 3.4446 -0.052 -0.033 0.069
C -1.3719 -1.8201 4.6948 -0.032 -0.093 -0.020
N -0.2587 -1.0165 4.6840 0.073 0.108 -0.022
H 1.5459 1.0703 4.6244 -0.090 0.108 -0.063
H 3.6516 1.9875 3.5763 -0.044 -0.022 0.008
H 3.9238 0.5331 1.2521 0.007 -0.030 0.040
H -2.1576 -3.0511 3.0480 0.031 0.038 0.048
H -1.9917 -1.9346 5.5677 0.015 0.042 -0.034
H 0.0567 -0.4522 5.4505 0.006 0.024 0.009
C -0.3183 2.2508 1.9441 0.085 -0.019 -0.085
C -0.8574 3.0297 2.7562 0.075 0.028 0.208
C -1.4312 3.8491 3.7223 0.062 -0.117 -0.120
C -2.7113 3.4554 4.3037 -0.199 0.007 0.080
C -3.1458 2.1211 4.1973 0.069 -0.017 -0.006
C -4.3622 1.7138 4.7129 -0.046 0.005 0.032
C -5.2039 2.6209 5.3496 0.056 0.033 -0.016
C -4.8103 3.9510 5.4338 -0.048 -0.025 0.010
C -3.5926 4.3638 4.9182 0.076 -0.015 -0.033
C -0.7054 5.0493 4.1384 0.047 0.087 0.124
C 0.1980 5.6650 3.2553 -0.036 -0.017 -0.056
C 0.9373 6.7699 3.6365 0.033 0.048 0.018
C 0.8177 7.2999 4.9177 -0.046 -0.059 -0.005
C -0.0531 6.6918 5.8135 0.037 0.042 0.004
C -0.7998 5.5883 5.4336 -0.027 -0.070 -0.045
H -2.5031 1.4166 3.6821 -0.003 -0.010 -0.009
H -4.6660 0.6785 4.6074 0.032 -0.009 -0.010
H -6.1553 2.3014 5.7568 -0.007 0.000 -0.019
H -5.4712 4.6794 5.8907 0.022 0.011 0.000
H -3.3305 5.4129 4.9568 -0.008 0.000 0.014
H 0.2959 5.2514 2.2585 0.001 -0.004 0.018
H 1.6164 7.2288 2.9266 -0.011 -0.023 -0.015
H 1.3962 8.1659 5.2143 0.009 0.003 -0.005
H -0.1432 7.0757 6.8239 -0.009 -0.013 -0.005
H -1.4449 5.1080 6.1580 0.003 0.025 0.008
F -0.1017 3.5708 -2.1835 -0.049 -0.089 0.004
P 0.6520 3.8051 -3.6119 0.072 -0.009 -0.093
F 2.0437 4.0420 -2.8148 0.048 0.018 0.022
F 0.3363 5.3899 -3.5142 -0.009 0.019 -0.009
F 1.4232 4.0293 -5.0169 -0.016 -0.005 0.018
F -0.7368 3.5715 -4.3987 -0.007 0.006 0.008
F 0.9692 2.2095 -3.6832 -0.024 0.098 0.087
```
Forces are in eV/Å.

Properties
Net charge: -2
Energy above the lowest of the compared OMol25 structures with the same formula, charge and spin: 8.7 kcal per mole
Spin multiplicity: 2
Gap between HOMO and LUMO (spin up / spin down): 3.7 / 3.7 eV